Here is a molecular structure, C16H27O3Sb2Sn from OMol25. Energies are from ωB97M-V/def2-TZVPD.

Properties
Kohn-Sham gap ... 7.6 eV
E_HOMO ... -11.35 eV
Total charge ... +1
M ... 629.6 g/mol

Last column: Mulliken charge in e.
Element x y z (Å)
Sn1 1.539 -1.595 -1.663  0.718
C1 2.795 -1.148 2.265  -1.210
Sb1 1.404 -0.169 1.000  0.858
C2 -0.382 -0.287 2.140  -1.391
C3 1.889 1.921 1.145  -1.629
C4 0.672 2.802 1.193  0.602
C5 0.189 3.180 2.449  -0.591
C6 -0.897 4.024 2.586  -0.735
C7 -1.517 4.518 1.447  -0.700
C8 -1.055 4.143 0.199  -0.614
C9 0.029 3.274 0.040  1.329
C10 0.485 2.904 -1.347  -1.691
Sb2 -1.133 2.373 -2.699  0.844
C11 0.194 1.543 -4.176  -1.173
C12 -1.522 0.459 -1.761  -1.115
H1 2.694 -0.777 3.283  0.409
H2 3.805 -0.960 1.905  0.410
H3 2.594 -2.218 2.229  0.332
H4 -0.360 0.501 2.892  0.515
H5 -0.429 -1.260 2.627  0.489
H6 -1.251 -0.141 1.503  0.327
H7 2.555 2.154 0.315  0.574
H8 2.465 2.022 2.065  0.627
H9 0.703 2.824 3.337  0.438
H10 -1.245 4.308 3.570  0.408
H11 -2.355 5.198 1.532  0.419
H12 -1.540 4.543 -0.684  0.430
H13 1.197 2.076 -1.345  0.216
H14 0.983 3.747 -1.837  0.579
H15 0.481 2.304 -4.899  0.386
H16 -0.318 0.742 -4.710  0.341
H17 1.097 1.149 -3.708  0.206
H18 -2.367 0.523 -1.076  0.427
H19 -0.634 0.155 -1.201  -0.316
H20 -1.744 -0.253 -2.558  0.584
C13 -1.703 -3.560 0.402  -1.627
C14 -0.531 -3.734 -0.537  1.896
C15 -0.628 -4.999 -1.375  -1.803
O1 -0.476 -2.583 -1.459  -0.482
C16 0.815 -3.745 0.219  0.194
O2 0.894 -4.215 1.322  -0.537
O3 1.823 -3.184 -0.425  -0.654
H21 -2.645 -3.615 -0.147  0.521
H22 -1.649 -2.609 0.932  0.253
H23 -1.686 -4.357 1.142  0.394
H24 -1.560 -5.006 -1.939  0.420
H25 -0.605 -5.866 -0.716  0.409
H26 0.208 -5.068 -2.070  0.375
H27 -1.276 -2.039 -1.408  0.336

Force components x, y, z for each atom (eV/Å):
Sn 0.0 0.0 0.0
C 0.1 0.0 0.0
Sb -0.1 0.0 0.0
C 0.0 0.0 0.0
C 0.0 0.0 0.0
C 0.0 0.0 0.1
C 0.1 0.0 -0.1
C 0.0 0.0 0.0
C 0.0 0.0 0.0
C 0.0 0.0 -0.1
C 0.0 0.0 0.0
C 0.0 0.1 0.0
Sb 0.0 0.0 0.0
C 0.0 0.0 0.1
C 0.0 0.0 0.0
H 0.0 0.0 0.0
H 0.0 0.0 0.0
H 0.0 0.0 0.0
H 0.0 0.0 0.0
H 0.0 0.0 0.0
H 0.0 0.0 0.0
H 0.0 0.0 0.0
H 0.0 0.0 0.0
H 0.0 0.0 0.0
H 0.0 0.0 0.0
H 0.0 0.0 0.0
H 0.0 0.0 0.0
H 0.0 0.0 0.0
H 0.0 0.0 0.1
H 0.0 0.0 0.0
H 0.0 0.0 0.0
H 0.0 0.0 0.0
H 0.0 0.0 0.0
H 0.0 0.0 0.0
H 0.0 0.0 0.0
C 0.0 0.0 0.0
C 0.1 -0.2 0.0
C 0.0 0.0 0.0
O 0.0 0.1 0.0
C -0.2 0.3 0.3
O 0.1 -0.1 -0.1
O 0.1 -0.2 -0.1
H 0.0 0.0 0.0
H 0.0 0.0 0.0
H 0.0 0.0 0.0
H 0.0 0.0 0.0
H 0.0 0.0 0.0
H 0.0 0.0 0.0
H 0.0 -0.1 0.0


Here is a molecular structure, C16H28AlBCl2F4LiN3O8 in a non-equilibrium geometry from OMol25. Energies are from ωB97M-V/def2-TZVPD.

Properties
Kohn-Sham gap ... 2.5 eV
E_HOMO ... -13.66 eV
Total charge ... +2
M ... 582.0 g/mol

Last column: Mulliken charge in e.
Element x y z (Å)
C1 3.483 -0.092 1.481  -0.145
C2 4.574 0.944 2.209  0.397
O1 5.653 0.499 2.896  -0.514
O2 4.271 2.394 2.014  -0.315
C3 4.947 2.813 0.742  -0.391
C4 4.317 4.192 0.108  -0.463
C5 3.373 3.972 -1.215  -0.911
C6 2.100 2.979 -0.919  0.227
C7 1.818 1.564 -1.716  -0.422
C8 0.534 0.629 -1.361  -0.041
C9 0.169 -0.792 -2.166  -0.140
C10 1.372 -1.252 -3.182  0.913
O3 2.533 -1.617 -2.354  -0.512
N1 -0.373 1.043 -0.266  -0.567
N2 -0.111 2.198 0.385  0.959
C11 -1.133 2.497 1.510  -0.641
C12 -2.511 3.212 0.927  -0.383
C13 -2.244 4.351 -0.220  -0.347
Cl1 -1.895 5.994 0.571  -0.192
C14 0.939 3.256 0.253  0.160
N3 1.048 4.544 1.072  -0.399
H1 3.247 0.417 0.431  -0.165
H2 2.515 -0.095 2.144  0.230
H3 3.938 -1.160 1.304  0.317
H4 6.090 3.034 0.986  0.327
H5 4.924 1.900 0.010  0.297
H6 5.203 4.919 -0.226  0.399
H7 3.717 4.720 0.990  0.181
H8 3.084 5.034 -1.623  0.331
H9 4.052 3.409 -2.018  0.326
H10 2.547 1.202 -2.573  0.062
H11 -0.772 -0.548 -2.858  0.297
H12 -0.116 -1.586 -1.348  0.356
H13 0.978 -2.196 -3.790  -1.391
H14 1.574 -0.406 -3.970  0.468
H15 3.281 -1.035 -2.704  0.353
H16 -0.655 3.055 2.421  0.414
H17 -1.494 1.441 1.936  0.202
H18 -3.151 3.566 1.843  0.365
H19 -3.112 2.333 0.387  0.112
H20 -1.432 4.010 -1.008  0.165
H21 -3.254 4.467 -0.845  0.395
H22 1.443 5.287 0.421  0.375
H23 1.713 4.429 1.879  0.327
B1 -3.454 -0.846 1.150  0.620
F1 -4.160 0.292 1.714  -0.397
F2 -4.197 -2.064 1.429  -0.346
F3 -3.329 -0.675 -0.288  -0.402
F4 -2.131 -0.939 1.744  -0.411
Li1 0.103 -3.375 -4.850  0.922
C15 -4.715 -4.906 3.140  -0.706
C16 -4.053 -5.629 1.954  -0.104
O4 -3.690 -4.696 1.088  -0.077
H24 -5.606 -4.344 2.832  0.014
H25 -5.035 -5.639 3.889  0.481
H26 -4.024 -4.212 3.635  0.426
H27 -4.784 -6.387 1.633  0.307
H28 -3.270 -6.260 2.402  0.291
Al1 -7.306 -3.275 3.180  0.845
O5 -0.515 -8.247 -2.942  -0.489
Cl2 -1.506 -7.314 -3.442  1.558
O6 -2.298 -6.811 -2.336  -0.457
O7 -2.372 -7.990 -4.388  -0.487
O8 -0.839 -6.208 -4.102  -0.604

Force components x, y, z for each atom (eV/Å):
C 0.6 1.5 -0.2
C 4.7 -2.6 2.8
O -7.6 3.5 -4.8
O 1.2 -2.6 -1.3
C 1.4 0.4 -0.3
C -0.1 0.0 0.7
C 0.4 -1.1 0.3
C -3.5 -3.3 0.2
C -1.7 1.6 2.3
C 1.0 3.1 1.6
C -0.4 1.3 -0.2
C -0.6 0.6 1.4
O -0.3 1.9 -2.6
N 4.1 0.1 -3.4
N 1.7 3.1 1.1
C -1.8 -1.0 1.3
C 0.4 -1.0 -1.0
C -1.6 -1.1 -0.3
Cl -0.1 -1.4 -0.9
C 2.5 -1.7 -2.9
N 0.3 -2.5 -1.9
H 0.3 -1.2 2.3
H 1.9 -0.1 -1.3
H -0.9 2.3 0.7
H -2.5 -0.6 -0.4
H -0.1 1.8 1.0
H -2.0 -1.7 0.8
H 1.4 -1.1 -2.0
H 0.2 -2.3 0.7
H -1.7 1.3 1.6
H -1.6 1.0 2.0
H 1.8 -0.5 1.7
H 0.7 1.5 -1.8
H 0.9 1.6 1.3
H -0.3 -1.7 1.5
H -1.2 -1.5 0.8
H -0.6 -0.8 -2.3
H 1.0 2.2 -1.2
H 1.4 -0.5 -1.9
H 1.3 1.9 1.2
H -1.4 1.0 1.9
H 2.3 -0.1 1.5
H -0.7 -1.4 1.0
H -1.0 -0.2 -1.0
B 0.6 0.9 -0.4
F 0.8 -1.5 -0.6
F 0.2 0.5 0.1
F -0.1 -0.3 1.8
F -1.6 0.0 -0.6
Li -0.3 -0.8 -0.1
C -0.4 1.2 2.0
C 0.8 -1.6 -0.9
O -0.3 -0.7 0.5
H 0.7 -0.4 -0.5
H 0.2 -0.3 -0.4
H -0.1 -0.1 -0.4
H -0.7 0.6 -0.7
H 0.7 0.8 0.1
Al -0.6 0.8 0.0
O -0.8 0.7 -0.1
Cl 0.7 -0.9 -1.1
O -0.2 0.0 0.1
O 0.4 0.6 0.9
O -0.1 0.3 0.1


Here is a molecular structure, C16H28AsBrF7NO12PS in a non-equilibrium geometry from OMol25. Energies are from ωB97M-V/def2-TZVPD.

Properties
Kohn-Sham gap ... 9.4 eV
E_HOMO ... -7.65 eV
Total charge ... -1
M ... 777.2 g/mol

Last column: Mulliken charge in e.
Element x y z (Å)
C1 3.505 3.372 2.529  -1.083
C2 2.367 2.212 2.564  -0.055
O1 1.536 2.199 1.380  -0.295
C3 2.031 1.315 0.353  -1.374
C4 1.324 -0.160 0.292  1.258
C5 2.575 -0.958 -0.431  -0.073
F1 3.270 -0.160 -1.408  -0.427
C6 3.719 -1.409 0.636  -0.770
C7 3.530 -2.908 1.182  -0.736
O2 1.437 -0.672 1.613  -0.144
S1 0.272 -0.944 2.694  0.314
O3 0.502 -2.365 3.213  -0.638
O4 -1.300 -1.106 1.981  -0.324
C8 -1.623 0.290 1.638  -1.457
O5 -0.858 1.119 2.515  -0.556
O6 -2.977 0.492 2.041  -0.333
C9 -3.260 0.218 3.412  -0.218
C10 -4.505 -0.810 3.609  -1.017
C11 -1.354 0.523 0.039  3.041
C12 -1.340 2.122 -0.170  -0.130
C13 -2.203 2.755 -1.349  0.218
O7 -3.200 3.467 -1.031  -0.557
Br1 -1.886 2.682 -3.286  -0.093
P1 -3.013 -0.140 -0.685  0.795
O8 -3.392 -1.529 -0.083  -0.777
O9 -4.366 0.816 -0.411  -0.529
O10 -2.970 -0.415 -2.356  -0.482
C14 -0.042 -0.261 -0.535  0.836
C15 0.254 0.365 -2.017  -1.881
C16 -0.297 -1.804 -0.933  -1.229
O11 0.090 -2.790 0.072  -0.135
N1 0.148 -3.979 -0.604  0.085
O12 -0.294 -4.846 0.094  -0.361
H1 4.366 3.051 1.844  0.251
H2 3.046 4.377 2.249  0.249
H3 3.898 3.439 3.614  0.371
H4 2.807 1.185 2.789  0.188
H5 1.673 2.506 3.438  0.264
H6 3.154 1.227 0.630  0.388
H7 2.027 1.874 -0.632  0.312
H8 2.300 -1.934 -0.923  0.410
H9 3.947 -0.626 1.426  0.084
H10 4.680 -1.459 -0.011  0.512
H11 3.063 -2.808 2.235  0.169
H12 2.758 -3.521 0.583  0.095
H13 4.511 -3.475 1.339  0.355
H14 -1.287 1.979 2.705  0.471
H15 -2.424 -0.170 4.070  0.235
H16 -3.623 1.204 3.900  0.340
H17 -5.420 -0.515 3.002  0.244
H18 -4.123 -1.865 3.419  0.236
H19 -4.744 -0.758 4.739  0.374
H20 -1.676 2.698 0.773  0.377
H21 -0.286 2.554 -0.372  0.343
H22 -5.197 0.299 -0.381  0.366
H23 -3.590 -1.129 -2.621  0.318
H24 -0.622 0.210 -2.737  0.264
H25 0.507 1.464 -2.028  0.268
H26 1.119 -0.180 -2.553  0.500
H27 -1.308 -2.079 -1.342  0.570
H28 0.414 -2.047 -1.819  0.566
F2 -0.799 -1.270 -7.271  -0.510
As1 0.336 -0.313 -6.272  2.031
F3 -0.906 0.963 -6.083  -0.488
F4 0.948 0.500 -7.743  -0.517
F5 1.469 0.646 -5.269  -0.486
F6 1.578 -1.588 -6.457  -0.511
F7 -0.277 -1.126 -4.796  -0.512

Force components x, y, z for each atom (eV/Å):
C -0.3 -1.2 0.6
C -0.1 1.3 1.0
O 0.5 -0.7 0.2
C 1.1 0.7 0.4
C 2.9 1.7 -1.8
C 1.2 -1.1 0.8
F -1.3 -0.7 1.0
C 1.0 -0.7 -1.6
C -1.0 0.6 1.7
O -1.5 -0.5 -0.8
S 0.2 -5.6 4.0
O -0.4 3.8 -1.9
O 2.3 2.8 -0.8
C -1.6 -0.6 1.7
O -0.3 0.5 -1.2
O 1.3 -0.3 -1.0
C -2.2 0.0 2.1
C 1.3 0.4 0.7
C -0.9 1.4 0.6
C 1.2 1.3 -0.5
C -4.3 3.0 1.7
O 4.3 -2.9 -1.1
Br 0.4 -0.3 1.2
P -4.4 -6.1 0.1
O 1.5 3.4 -1.3
O 2.2 0.1 -0.7
O 0.5 1.3 1.9
C -0.1 -0.6 -1.7
C 0.3 -0.4 -0.7
C 1.3 -0.2 -1.8
O -0.8 1.5 0.0
N -1.2 -2.0 1.5
O 1.2 1.0 -1.3
H -1.2 0.8 0.9
H 0.7 -1.4 0.2
H -0.4 0.0 -1.7
H -0.5 1.3 -0.4
H 0.9 -0.7 -1.4
H -1.8 -0.6 -0.9
H -0.3 -0.9 1.1
H 0.0 1.4 0.2
H -0.6 -1.1 -0.8
H -1.6 0.3 0.8
H 0.6 -0.4 -1.6
H 1.5 1.0 0.7
H -1.4 0.9 -0.6
H 0.0 -0.8 -0.6
H -0.6 0.5 -1.3
H 0.7 -1.3 -0.9
H 1.3 -0.5 0.7
H -0.8 1.4 -0.1
H 0.2 0.0 -1.8
H 0.1 -1.2 -1.7
H -1.5 -1.1 0.5
H 1.1 -0.2 0.0
H 0.5 0.5 0.7
H 1.1 0.1 1.3
H -0.3 -1.3 0.2
H -1.3 0.9 1.1
H 0.8 0.8 0.9
H -1.2 0.7 1.3
F 0.9 0.8 0.9
As 0.2 -0.1 -0.5
F 0.9 -0.9 0.0
F -0.5 -0.6 1.2
F -0.9 -0.7 -0.6
F -1.0 1.0 0.2
F 0.4 0.6 -1.0


Here is a molecular structure, C16H28BGaN6O3S2 from OMol25. Energies are from ωB97M-V/def2-TZVPD.

Properties
Kohn-Sham gap ... 9.1 eV
E_HOMO ... -13.69 eV
Total charge ... +2
M ... 497.1 g/mol

Last column: Mulliken charge in e.
Element x y z (Å)
Ga1 0.626 0.269 -0.143  0.639
C1 1.401 -2.348 -4.808  -0.965
N1 1.753 -1.334 -3.815  0.087
C2 2.800 -0.383 -4.199  -1.037
C3 1.178 -1.271 -2.640  1.074
O1 1.506 -0.397 -1.789  -0.638
C4 0.108 -2.297 -2.293  -0.766
O2 -0.380 -2.034 -1.001  -0.348
C5 -0.245 -3.021 -0.010  -0.895
C6 0.539 -2.430 1.153  1.008
O3 0.963 -1.244 1.078  -0.392
N2 0.761 -3.161 2.216  0.064
C7 1.432 -2.589 3.388  -0.958
C8 0.250 -4.521 2.366  -0.893
H1 1.866 -3.308 -4.579  0.340
H2 1.764 -2.018 -5.777  0.364
H3 0.323 -2.481 -4.882  0.371
H4 3.694 -0.931 -4.495  0.398
H5 3.033 0.271 -3.368  0.308
H6 2.453 0.210 -5.044  0.377
H7 0.533 -3.301 -2.375  0.500
H8 -0.722 -2.211 -2.997  0.270
H9 0.255 -3.913 -0.392  0.475
H10 -1.241 -3.301 0.340  0.428
H11 1.971 -1.691 3.110  0.276
H12 2.128 -3.320 3.793  0.363
H13 0.693 -2.345 4.152  0.368
H14 -0.740 -4.515 2.826  0.330
H15 0.924 -5.074 3.015  0.288
H16 0.197 -5.044 1.414  0.360
C9 2.680 4.956 0.188  -0.857
N3 1.466 4.388 0.752  0.135
C10 0.449 5.104 1.343  -0.451
C11 -0.435 4.202 1.825  -0.644
N4 0.037 2.937 1.538  0.505
B1 -0.564 1.647 2.170  0.040
N5 -2.026 1.490 1.692  0.393
C12 -3.142 1.554 2.496  -0.684
C13 -4.227 1.304 1.727  -0.463
N6 -3.764 1.052 0.452  0.156
C14 -4.612 0.742 -0.687  -0.860
C15 -2.424 1.171 0.462  0.181
S1 -1.436 0.978 -0.948  -0.521
C16 1.198 3.079 0.895  0.149
S2 2.239 1.840 0.260  -0.469
H17 2.521 6.013 -0.002  0.312
H18 2.933 4.454 -0.743  0.337
H19 3.510 4.844 0.885  0.352
H20 0.437 6.179 1.363  0.464
H21 -1.360 4.358 2.351  0.503
H22 -0.550 1.733 3.357  -0.124
H23 0.066 0.670 1.787  -0.237
H24 -3.066 1.784 3.544  0.520
H25 -5.273 1.265 1.975  0.482
H26 -5.401 0.064 -0.372  0.349
H27 -4.019 0.275 -1.468  0.300
H28 -5.062 1.650 -1.085  0.336

Force components x, y, z for each atom (eV/Å):
Ga 0.0 -0.2 0.0
C -0.1 -0.2 0.0
N 0.1 0.1 0.0
C 0.1 0.1 0.0
C -0.1 -0.1 0.1
O -0.2 0.2 0.2
C 0.0 0.1 0.0
O 0.0 0.0 0.0
C 0.0 0.1 0.0
C 0.0 -0.1 -0.2
O 0.0 0.3 -0.3
N 0.1 0.0 0.1
C 0.0 0.1 0.1
C -0.2 -0.1 0.0
H 0.0 0.0 0.0
H 0.0 0.0 0.0
H 0.0 0.0 0.0
H 0.0 0.0 0.0
H 0.0 0.0 0.0
H 0.0 0.0 0.0
H 0.0 0.0 0.0
H 0.0 -0.1 0.0
H 0.0 0.0 0.0
H 0.0 -0.1 0.0
H 0.0 0.0 0.0
H 0.0 0.0 -0.1
H 0.0 0.0 0.0
H 0.0 0.0 0.0
H 0.0 0.0 0.0
H 0.0 0.0 0.0
C 0.3 0.0 -0.1
N -0.1 -0.1 0.2
C -0.2 0.0 0.1
C 0.0 0.2 -0.1
N 0.2 0.0 0.3
B 0.0 0.1 -0.3
N 0.0 -0.2 0.2
C -0.2 0.1 0.0
C 0.1 0.0 0.2
N 0.2 0.0 0.1
C -0.1 0.1 -0.2
C -0.1 0.0 -0.2
S 0.5 -0.1 0.0
C 0.0 0.0 -0.2
S -0.2 -0.3 -0.1
H -0.1 0.0 0.0
H -0.1 0.0 0.0
H 0.0 0.0 0.0
H 0.1 0.0 0.0
H 0.0 0.0 0.0
H 0.0 -0.1 0.1
H -0.1 0.2 0.1
H 0.0 0.0 0.0
H 0.0 0.0 0.0
H 0.0 0.0 0.0
H 0.0 0.0 0.0
H 0.0 0.0 0.0


Here is 6 unconnected molecules or ions with the total composition C16H28Br2F3N6O2P2S in a non-equilibrium geometry from OMol25. Energies are from ωB97M-V/def2-TZVPD.

Properties
Kohn-Sham gap ... 4.8 eV
E_HOMO ... -2.58 eV
Total charge ... -1
M ... 647.3 g/mol

Last column: Mulliken charge in e.
Element x y z (Å)
O1 -2.089 1.439 -1.280  -0.602
P1 -0.993 0.614 -2.286  0.381
O2 0.571 1.345 -2.327  -0.511
S1 -1.681 0.859 -4.131  -0.374
P2 -0.920 -1.617 -1.993  -0.414
C1 -1.966 -1.597 -0.411  -0.504
C2 -1.474 -0.924 0.910  -0.404
C3 0.025 -0.753 1.266  0.119
F1 0.749 0.133 0.425  -0.170
Br1 -0.009 0.294 3.011  -0.215
C4 0.888 -2.049 1.635  0.647
F2 2.247 -1.644 1.570  -0.260
F3 0.664 -2.319 3.010  -0.221
Br2 0.563 -3.710 0.683  -0.041
H1 -2.993 1.417 -1.634  0.330
H2 1.039 0.773 -2.974  0.313
H3 -2.134 -1.694 -2.800  0.064
H4 -0.164 -1.658 -3.229  0.198
H5 0.370 -1.567 -1.297  -0.179
H6 -0.826 -3.071 -1.900  0.080
H7 -2.232 -2.675 -0.182  -0.372
H8 -2.972 -1.127 -0.687  0.409
H9 -1.941 -1.496 1.784  0.397
H10 -1.955 0.105 0.999  0.289
C5 -1.420 1.519 6.862  -0.694
C6 -2.222 1.152 5.665  0.302
N1 -2.857 0.868 4.738  -0.356
H11 -1.641 0.834 7.680  0.254
H12 -0.357 1.462 6.626  0.244
H13 -1.662 2.536 7.172  0.267
C7 4.447 0.373 0.902  -0.557
C8 5.862 0.275 0.450  0.278
N2 6.960 0.199 0.101  -0.465
H14 3.879 0.997 0.212  0.376
H15 3.999 -0.618 0.935  0.146
H16 4.406 0.816 1.898  0.307
C9 -4.879 -4.572 1.540  -0.852
C10 -3.491 -4.633 1.011  0.314
N3 -2.415 -4.679 0.598  -0.353
H17 -5.141 -3.540 1.773  0.274
H18 -5.576 -4.957 0.795  0.276
H19 -4.957 -5.173 2.446  0.295
C11 -2.481 5.189 -2.958  -0.681
C12 -3.531 4.341 -3.579  0.329
N4 -4.354 3.683 -4.062  -0.400
H20 -2.316 4.878 -1.926  0.221
H21 -1.548 5.088 -3.513  0.228
H22 -2.793 6.234 -2.971  0.320
C13 0.475 2.172 -8.092  -0.877
C14 -0.098 1.766 -6.777  0.458
N5 -0.550 1.448 -5.747  -0.363
H23 0.257 1.412 -8.843  0.255
H24 0.042 3.122 -8.409  0.255
H25 1.556 2.286 -8.004  0.258
C15 6.657 -0.639 3.764  -0.320
C16 6.403 -0.528 5.226  0.230
N6 6.207 -0.442 6.360  -0.381
H26 5.711 -0.676 3.225  -0.124
H27 7.229 0.223 3.420  0.280
H28 7.222 -1.547 3.553  0.294

Force components x, y, z for each atom (eV/Å):
O 1.6 0.4 0.9
P -2.0 1.1 -2.4
O -1.1 -0.4 0.7
S -2.5 -1.6 5.5
P 0.6 -2.7 0.2
C -1.3 -0.3 0.8
C -1.1 0.3 0.7
C 0.1 1.0 0.0
F -1.1 -1.9 1.0
Br 0.2 0.1 -0.6
C 1.0 0.9 1.5
F -2.0 -1.1 0.0
F 0.4 -0.3 -2.3
Br 0.4 1.2 0.4
H 0.8 -0.1 -0.5
H -0.5 0.4 0.4
H -0.1 0.3 0.3
H 0.3 0.4 -0.3
H -0.1 0.4 0.4
H -0.1 -0.1 -0.3
H 0.6 1.4 -0.5
H 1.3 -0.3 0.4
H 0.9 0.6 -0.9
H 1.0 -1.1 -0.2
C -0.3 -0.2 -0.6
C -0.4 -0.1 -0.4
N 0.6 0.4 1.2
H 0.0 0.0 -0.1
H -0.1 0.0 0.0
H 0.0 -0.1 -0.1
C 0.7 0.0 -0.3
C 0.0 0.0 0.0
N -0.8 0.0 0.3
H 0.0 -0.1 0.0
H 0.1 0.1 -0.1
H 0.0 0.0 -0.1
C 0.6 0.0 -0.3
C -0.1 -0.1 0.1
N -1.0 -0.4 0.4
H 0.1 -0.1 0.0
H 0.1 0.0 0.0
H 0.1 0.0 -0.1
C -0.4 -0.4 -0.3
C -0.4 -0.4 -0.2
N 0.9 1.0 0.6
H 0.0 -0.1 -0.1
H -0.1 -0.1 0.0
H 0.0 -0.1 0.0
C -0.3 -0.2 0.6
C -0.2 -0.1 0.3
N 3.9 2.2 -6.5
H 0.0 0.0 0.1
H 0.0 -0.1 0.0
H -0.1 0.0 0.0
C -0.1 0.1 0.7
C 0.0 0.0 0.0
N 0.2 -0.1 -0.8
H 0.0 0.0 0.1
H 0.0 -0.1 0.0
H 0.0 0.1 0.0